[1]
{"formula": "C5H6LiO3", "method": "ωB97M-V/def2-TZVPD", "elements": ["O", "C", "O", "Li", "O", "C", "C", "C", "C", "H", "H", "H", "H", "H", "H"], "positions_angstrom": [[2.09314, -2.86344, -0.79046], [2.06944, -1.61694, -0.60257], [2.96133, -0.78118, -0.62062], [0.28385, -3.30212, -0.52948], [0.76975, -1.21267, -0.30807], [0.52550, 0.13030, 0.07471], [-0.94312, 0.43016, -0.17888], [-1.29613, 1.82583, 0.28839], [-2.13518, 2.10377, 1.26221], [1.16978, 0.79821, -0.51808], [0.76697, 0.26032, 1.14032], [-1.56740, -0.31821, 0.32813], [-1.13777, 0.35210, -1.26034], [-0.78791, 2.64638, -0.23634], [-2.77225, 1.54750, 1.95109]], "mulliken_spin": [-0.0002, 0.0000, 0.0002, 0.0000, -0.0051, 0.0022, 0.0628, -0.1215, 0.9621, 0.0002, 0.0029, -0.0121, 0.0018, 0.0465, 0.0601], "largest_force_ev_per_a": 1.9, "energy_ha": -427.330985, "multiplicity": 2}

[2]
{"formula": "C5H6LiO4Tm", "method": "ωB97M-V/def2-TZVPD", "elements": ["O", "C", "O", "O", "C", "Li", "H", "H", "C", "C", "H", "H", "Tm", "O", "C", "H", "H"], "positions_angstrom": [[2.74915, 1.28763, 1.47764], [2.25056, 0.73700, 0.46554], [2.39134, 1.18073, -0.69962], [1.50657, -0.36290, 0.69511], [0.73003, -0.89599, -0.37476], [3.59970, 2.47629, 0.17026], [0.63702, -1.97138, -0.17321], [1.36061, -0.92169, -1.27113], [-0.67779, 0.02898, -1.15973], [-1.01878, -0.33551, 0.15966], [-0.56142, -0.38001, -2.16734], [-1.10624, 1.00440, -1.42400], [-3.22712, -2.14308, -0.05519], [-3.15698, -0.58690, 1.22817], [-2.09185, 0.19729, 0.93491], [-2.39443, 1.21831, 0.64278], [-0.99036, -0.53318, 1.55093]], "mulliken_spin": [0.0097, -0.0022, -0.0009, 0.0159, 0.1052, 0.0000, 0.0031, -0.0016, 0.1354, 0.1714, 0.0120, 0.0237, 1.0559, 0.1660, 0.2469, 0.0119, 0.0476], "largest_force_ev_per_a": 5.7, "charge": 2, "energy_ha": -1586.913417, "multiplicity": 3}

[3]
{"formula": "C5H6LiO4Yb", "method": "ωB97M-V/def2-TZVPD", "elements": ["C", "C", "C", "C", "O", "O", "Yb", "Li", "H", "H", "H", "H", "H", "H", "O", "O", "C"], "positions_angstrom": [[-0.79572, 1.27591, -0.82333], [-0.02589, 1.50246, 0.48396], [-0.09463, 0.34309, 1.43163], [0.94254, -0.49094, 1.71928], [0.84977, -1.62223, 2.37133], [-0.03984, 0.79270, -1.88663], [1.93158, 0.16726, -2.37196], [-0.59565, -2.02092, 1.30191], [-1.33057, 2.21048, -1.08614], [-1.57467, 0.51153, -0.62268], [-0.43239, 2.41433, 0.95608], [1.02463, 1.72855, 0.23619], [-1.07599, 0.13131, 1.88552], [1.94051, -0.21767, 1.32162], [-0.90147, -2.24347, -0.69366], [0.44716, -2.37197, -2.55473], [-0.26938, -2.11040, -1.66839]], "mulliken_spin": [0.0000, -0.0021, -0.0197, -0.0025, -0.0020, -0.0651, 1.0366, 0.0040, -0.0024, -0.0015, 0.0000, 0.0262, 0.0001, 0.0208, -0.0093, -0.0286, 0.0454], "largest_force_ev_per_a": 2.2, "energy_ha": -1661.273909, "multiplicity": 2}

Q: What is the formula in the second record?
A: C5H6LiO4Tm